C11H15O2P | ωB97M-V/def2-TZVPD

Last column: natural (NBO) charge in e.
Atoms and positions in Å:
C1 0.576390 0.957995 1.952623  -0.598
C2 -0.806081 1.348635 1.553795  -0.804
P1 -1.268402 -0.065144 0.557774  1.772
O1 -0.952587 -1.318448 1.286522  -1.082
C3 -2.965972 -0.022298 -0.281452  -0.757
C4 -3.930814 -1.032850 0.054019  -0.617
C5 -0.344103 0.429646 -1.185164  0.367
O2 -0.997702 1.054837 -1.969539  -0.516
C6 1.038587 -0.028930 -1.258582  -0.205
C7 2.039746 0.916118 -1.454619  -0.176
C8 3.376813 0.602869 -1.143364  -0.211
C9 3.738092 -0.665179 -0.698122  -0.203
C10 2.718425 -1.630315 -0.618190  -0.202
C11 1.381115 -1.339617 -0.890444  -0.173
H1 0.730285 0.577220 2.963365  0.228
H2 0.937326 0.342400 1.275439  0.206
H3 1.195173 1.801192 1.777646  0.209
H4 -0.868120 2.350634 1.119148  0.248
H5 -1.375353 1.462029 2.496742  0.252
H6 -3.508569 0.951272 -0.210469  0.234
H7 -2.744474 -0.046210 -1.382308  0.254
H8 -4.304455 -0.847670 1.102301  0.201
H9 -4.769589 -1.274036 -0.571166  0.223
H10 -3.290045 -1.983290 0.198427  0.217
H11 1.750532 1.940377 -1.583871  0.221
H12 4.237442 1.327475 -1.250693  0.222
H13 4.793679 -1.041818 -0.577506  0.228
H14 3.026637 -2.688721 -0.521947  0.219
H15 0.586025 -2.078172 -0.740367  0.243

Force components x, y, z for each atom (eV/Å):
C 0.1 2.8 2.6
C -1.6 0.8 1.4
P -1.9 0.4 -2.2
O 0.0 -0.2 -0.4
C 0.7 3.1 -2.1
C 0.6 -3.9 3.8
C -1.0 -1.0 1.6
O 0.5 0.4 -0.3
C 1.0 -0.2 -0.1
C 0.9 -0.2 1.1
C 1.4 0.6 -0.1
C -0.3 -1.0 -0.7
C 0.3 -1.0 -0.8
C 0.1 0.2 0.5
H -0.3 0.0 -0.3
H 2.0 -3.6 -2.7
H 0.8 1.1 0.5
H 0.0 -0.4 -0.5
H -0.4 -0.4 -0.6
H 1.0 -0.1 0.2
H 0.0 -0.1 1.1
H 0.0 -0.3 -1.0
H -0.1 0.4 -0.6
H -1.4 0.8 -0.3
H 0.0 0.4 -0.5
H -1.4 -0.5 0.0
H -1.2 0.9 0.1
H -0.4 0.7 0.4
H 0.5 0.2 -0.1

Values from the calculation:
Net charge: 0
SMILES string: CCP(=O)(CC)C(=O)c1ccccc1
E_LUMO: 0.05 eV


C22H22FNO4S | ωB97M-V/def2-TZVPD

Last column: natural (NBO) charge in e.
Atoms and positions in Å:
C1 -4.362078 -0.975319 1.065308  -0.635
C2 -3.120926 -1.764147 0.785047  -0.008
C3 -2.092370 -1.826049 1.715171  -0.202
C4 -0.960710 -2.586675 1.480847  -0.267
C5 -0.814203 -3.301739 0.297956  0.054
C6 0.383400 -4.174030 0.013608  -0.444
C7 1.695578 -3.675679 0.621146  -0.222
N1 1.989967 -2.328193 0.200282  -0.613
C8 3.176382 -1.960597 -0.335654  0.627
O1 4.105007 -2.724481 -0.512467  -0.610
C9 3.255039 -0.527783 -0.676570  0.163
C10 4.322836 0.218902 -1.095141  -0.224
C11 3.850267 1.540623 -1.242672  -0.276
C12 2.522716 1.517278 -0.916526  0.275
C13 1.513397 2.580312 -0.827218  -0.686
S1 1.027272 2.807089 0.943730  2.149
O2 0.216699 3.989827 1.019595  -0.945
O3 2.207052 2.747148 1.758282  -0.936
C14 -0.028919 1.353986 1.357236  -0.652
C15 -1.172406 1.315501 0.416528  -0.082
C16 -2.241408 2.189690 0.595288  -0.164
C17 -3.291871 2.212466 -0.302253  -0.278
C18 -3.262652 1.349174 -1.383326  0.384
F1 -4.289737 1.355576 -2.256386  -0.324
C19 -2.210715 0.476746 -1.592789  -0.233
C20 -1.165863 0.468143 -0.687665  -0.201
O4 2.154001 0.264047 -0.566707  -0.429
C21 -1.838641 -3.225278 -0.639094  -0.237
C22 -2.975149 -2.476712 -0.397766  -0.200
H1 -4.127648 -0.068037 1.617810  0.220
H2 -4.869127 -0.705906 0.142327  0.218
H3 -5.050486 -1.569019 1.667650  0.224
H4 -2.182116 -1.278628 2.642696  0.209
H5 -0.195124 -2.626885 2.241502  0.211
H6 0.504358 -4.263197 -1.068258  0.215
H7 0.188866 -5.177322 0.404159  0.223
H8 2.528841 -4.297199 0.285560  0.245
H9 1.653822 -3.722908 1.715394  0.187
H10 1.256866 -1.645679 0.312424  0.402
H11 5.314126 -0.145859 -1.265369  0.247
H12 4.414208 2.395542 -1.552867  0.234
H13 0.584188 2.347439 -1.341766  0.262
H14 1.906233 3.537233 -1.154334  0.274
H15 0.619335 0.487083 1.301089  0.251
H16 -0.328527 1.539261 2.385414  0.259
H17 -2.237761 2.864651 1.436239  0.231
H18 -4.126007 2.883519 -0.174239  0.235
H19 -2.217539 -0.181524 -2.446380  0.228
H20 -0.341474 -0.211004 -0.842054  0.222
H21 -1.748161 -3.771064 -1.567774  0.211
H22 -3.761815 -2.446244 -1.137794  0.212

Force components x, y, z for each atom (eV/Å):
C 0.0 0.0 0.1
C 0.0 -0.1 0.0
C -0.1 0.0 0.0
C 0.1 0.0 0.0
C 0.0 0.0 -0.1
C 0.2 0.0 0.1
C 0.0 -0.3 -0.1
N -0.4 0.1 0.1
C -0.3 0.0 0.1
O 0.2 0.1 -0.1
C 1.1 0.4 -0.4
C -0.6 -0.6 0.3
C -0.8 0.1 0.1
C 0.9 0.2 -0.4
C -0.5 -0.4 1.0
S 0.1 0.0 0.1
O -0.4 0.1 -0.2
O 0.3 -0.3 0.0
C 0.7 0.7 -0.4
C -0.4 -0.2 -0.2
C 0.0 -0.2 -0.1
C -0.1 -0.1 -0.2
C 0.2 0.0 0.1
F 0.0 0.0 0.1
C -0.2 0.2 -0.1
C -0.1 0.1 0.2
O -0.2 -0.2 0.0
C 0.0 0.0 0.0
C 0.0 0.0 0.1
H 0.0 0.1 0.0
H -0.1 0.1 0.0
H -0.1 0.0 0.0
H 0.0 0.1 0.1
H 0.1 0.0 0.1
H 0.0 0.0 0.0
H 0.0 0.0 -0.1
H -0.1 0.0 0.1
H 0.1 -0.1 -0.1
H 0.1 0.1 -0.1
H 0.2 -0.2 0.0
H 0.1 0.2 0.0
H 0.0 0.1 -0.2
H 0.0 0.1 0.1
H 0.0 -0.1 0.1
H 0.1 0.1 0.1
H 0.0 0.1 0.1
H -0.1 0.1 0.0
H 0.0 -0.1 -0.1
H 0.1 -0.1 0.0
H 0.0 -0.1 -0.1
H -0.1 0.0 -0.1

Values from the calculation:
Net charge: 0
SMILES string: Cc1ccc(CCNC(=O)c2ccc(CS(=O)(=O)Cc3ccc(F)cc3)o2)cc1
E_LUMO: 0.55 eV


C20H28NS2 | ωB97M-V/def2-TZVPD

Last column: natural (NBO) charge in e.
Atoms and positions in Å:
C1 -2.380152 -1.230555 -1.440999  -0.383
C2 -1.762678 -2.531558 -1.966705  -0.394
C3 -0.226625 -2.511148 -1.825661  -0.446
C4 0.410276 -1.178913 -2.115188  0.212
N1 1.823053 -1.099782 -2.133286  -0.433
C5 2.706043 -2.280915 -1.968317  -0.208
C6 4.152135 -1.758822 -1.882619  -0.413
C7 4.054237 -0.226778 -1.684628  -0.415
C8 2.554537 0.122482 -1.710455  -0.204
C9 -0.325235 -0.070402 -2.301803  -0.312
C10 -1.817212 -0.024668 -2.209068  -0.423
H1 -3.476522 -1.262690 -1.499862  0.210
H2 -2.139189 -1.123700 -0.375869  0.157
H3 -2.195027 -3.400001 -1.447183  0.210
H4 -2.032977 -2.660694 -3.023511  0.211
H5 0.046671 -2.804273 -0.805520  0.200
H6 0.221548 -3.266697 -2.482305  0.229
H7 2.412755 -2.815901 -1.060526  0.170
H8 2.565334 -2.970240 -2.807807  0.202
H9 4.705458 -2.239709 -1.066030  0.216
H10 4.702274 -1.995581 -2.801465  0.219
H11 4.521544 0.092200 -0.744206  0.210
H12 4.587249 0.304791 -2.483128  0.218
H13 2.338550 0.949407 -2.395055  0.198
H14 2.185524 0.418851 -0.722926  0.165
H15 0.188313 0.845721 -2.536362  0.203
H16 -2.239061 -0.010951 -3.222455  0.209
H17 -2.139927 0.914450 -1.736418  0.197
C11 1.080239 4.685200 1.367259  -0.097
C12 -0.273562 4.632894 1.070446  -0.217
C13 -1.004883 3.513053 1.372066  -0.114
C14 -0.397997 2.381032 1.975266  -0.142
C15 -1.144130 1.241172 2.313733  -0.186
S1 -0.247487 -0.088421 3.025080  0.476
C16 -1.413188 -1.427751 3.094484  -0.559
C17 -2.791770 -0.955390 3.530840  -0.424
C18 -3.535882 -0.273843 2.391190  -0.555
S2 -2.870322 1.335530 2.005686  0.477
C19 0.989081 2.467715 2.258373  -0.116
C20 1.705363 3.597671 1.958050  -0.218
H18 1.646805 5.573090 1.138125  0.237
H19 -0.752601 5.480371 0.608448  0.241
H20 -2.055185 3.479783 1.148816  0.224
H21 -1.449628 -1.876142 2.099012  0.242
H22 -1.023029 -2.195165 3.770963  0.270
H23 -3.382624 -1.778372 3.958069  0.254
H24 -2.665279 -0.225146 4.341294  0.226
H25 -3.484346 -0.871167 1.477664  0.245
H26 -4.600377 -0.158745 2.624745  0.270
H27 1.473868 1.631097 2.727709  0.223
H28 2.756046 3.647615 2.192060  0.240

Force components x, y, z for each atom (eV/Å):
C 0.0 0.0 -0.2
C 0.0 0.2 -0.1
C 0.0 -0.4 0.0
C 0.9 0.7 0.1
N 0.8 -0.2 0.0
C -0.8 0.2 0.0
C 0.0 0.0 -0.1
C -0.1 0.0 -0.1
C -0.7 -0.5 -0.3
C 0.2 -0.2 0.3
C -0.3 -0.2 0.0
H 0.2 0.0 -0.1
H 0.2 0.0 0.1
H 0.3 0.2 -0.1
H 0.1 0.2 0.1
H 0.0 0.0 0.0
H -0.1 0.0 0.1
H 0.2 -0.2 0.1
H 0.1 0.1 0.1
H -0.2 0.1 -0.2
H -0.2 0.1 0.2
H -0.2 -0.1 -0.2
H -0.2 -0.2 0.2
H 0.1 -0.1 0.1
H 0.0 0.1 0.2
H 0.0 0.3 -0.1
H -0.1 0.0 0.1
H 0.0 -0.2 -0.1
C -0.1 -0.1 0.0
C 0.0 0.2 0.0
C 0.1 -0.7 0.3
C 1.2 2.0 -0.3
C -1.3 -2.0 0.4
S -0.4 1.2 -0.6
C -0.8 -0.6 -0.2
C -0.2 0.2 0.5
C -0.1 -1.0 0.1
S 1.4 0.1 0.2
C -0.7 -0.3 -0.1
C 0.2 0.1 0.1
H 0.1 0.1 0.0
H -0.1 0.1 -0.1
H -0.2 0.2 -0.2
H 0.0 -0.1 0.1
H 0.2 0.4 0.0
H 0.2 0.1 -0.4
H -0.1 -0.2 0.0
H 0.0 0.0 0.1
H 0.3 0.4 0.0
H 0.3 -0.1 0.1
H 0.1 0.0 0.0

Values from the calculation:
Net charge: +1
E_LUMO: -5.29 eV


Computed values of gap between HOMO and LUMO (unit: eV) for the preceding records, in sequence: 9.00 9.48 4.11.